# 1
# C18H29LaOSi

A molecular structure, C18H29LaOSi in a non-equilibrium geometry (the ωB97M-V functional and the def2-TZVPD basis, the OMol25 dataset).

Geometry as XYZ:
```
50
Properties=species:S:1:pos:R:3:forces:R:3:lowdin_charge:R:1
La -0.096 -0.406 0.584 0.9 0.5 0.0 0.878
C 0.474 0.565 3.038 -0.5 0.5 0.4 -0.266
C 0.236 1.746 2.265 -0.5 -0.2 0.4 -0.247
C -1.144 1.770 1.906 0.3 -0.1 0.9 -0.237
H 0.970 2.521 2.039 -0.3 -0.3 -0.1 0.084
C -1.765 0.609 2.464 0.3 0.3 0.2 -0.235
C -0.764 -0.133 3.164 0.1 0.7 0.4 -0.268
H -0.924 -1.052 3.729 0.0 0.3 -0.3 0.095
H 1.429 0.277 3.484 -0.4 0.0 -0.2 0.089
H -1.650 2.580 1.381 0.2 -0.3 0.1 0.078
H -2.831 0.372 2.419 0.4 0.0 -0.1 0.084
C 0.627 -2.955 -0.045 -0.4 -0.4 0.0 -0.263
C 0.064 -2.998 1.270 -0.3 -0.6 -0.6 -0.257
C -1.332 -2.721 1.158 0.2 -0.6 -0.4 -0.254
H 0.604 -3.239 2.188 -0.2 0.2 -0.3 0.099
C -1.632 -2.500 -0.222 0.4 -0.7 0.2 -0.237
C -0.421 -2.643 -0.966 -0.1 -0.6 0.5 -0.233
H -0.327 -2.591 -2.053 0.0 0.1 0.5 0.090
H 1.665 -3.173 -0.306 -0.4 0.2 0.1 0.083
H -2.058 -2.718 1.972 0.2 0.1 -0.3 0.092
H -2.626 -2.336 -0.644 0.4 0.1 0.2 0.077
O -0.954 0.734 -1.198 -2.6 1.4 -2.5 -0.414
C -2.467 0.987 -1.980 1.2 -0.3 0.6 -0.369
C -1.878 2.302 -2.494 0.1 0.0 0.1 -0.235
C -3.539 1.061 -0.917 0.3 -0.2 0.0 -0.097
C -2.622 -0.105 -3.014 0.0 -0.1 0.3 -0.132
C -0.533 1.971 -1.867 0.3 0.0 0.2 -0.205
H -2.351 3.188 -2.056 0.0 -0.2 -0.1 0.059
H -1.855 2.375 -3.586 -0.1 0.0 0.2 0.063
H 0.262 1.735 -2.587 -0.2 0.1 0.2 0.095
H -0.178 2.697 -1.123 0.0 -0.1 -0.2 0.098
H -4.508 1.326 -1.376 0.4 -0.1 0.0 0.051
H -3.290 1.812 -0.154 -0.1 -0.1 -0.3 0.060
H -3.650 0.083 -0.423 -0.1 0.2 -0.1 0.063
H -3.269 0.239 -3.839 0.2 0.0 0.4 0.055
H -3.075 -0.993 -2.555 0.1 0.1 -0.2 0.051
H -1.647 -0.391 -3.434 -0.2 0.2 0.0 0.064
C 3.350 -0.386 -1.435 0.7 0.1 -0.2 -0.300
Si 2.979 -0.030 0.383 -2.5 -0.3 0.1 0.377
C 3.797 -1.318 1.488 0.8 -0.1 0.1 -0.287
C 3.594 1.693 0.835 0.6 0.2 -0.1 -0.294
H 3.032 -1.402 -1.715 0.1 0.3 0.1 0.003
H 4.432 -0.289 -1.616 -0.1 -0.1 -0.4 0.004
H 2.817 0.329 -2.083 0.2 -0.2 0.2 0.004
H 4.892 -1.250 1.387 0.0 -0.3 0.2 0.004
H 3.529 -1.144 2.542 0.1 -0.1 -0.3 0.006
H 3.476 -2.336 1.218 0.1 0.3 0.1 0.003
H 4.682 1.761 0.677 0.0 0.3 0.1 0.006
H 3.100 2.454 0.210 0.2 -0.2 0.2 0.009
H 3.373 1.921 1.888 0.1 -0.1 -0.2 0.007
```
Positions in Å, forces in eV/Å.

total charge	-2
largest force on an atom	3.89	eV/A
calculated total energy	-29917.494	eV

# 2
# C18H29N10O2PZn

A molecular structure, C18H29N10O2PZn (the ωB97M-V functional and the def2-TZVPD basis, the OMol25 dataset).

Geometry as XYZ:
```
61
Properties=species:S:1:pos:R:3:forces:R:3:lowdin_charge:R:1
Zn 0.069 0.178 0.191 0.1 -0.3 0.1 0.676
C 1.843 -0.186 5.393 0.0 0.0 0.0 -0.007
N 1.389 -0.704 4.102 0.0 0.1 0.0 -0.113
C 1.319 -2.023 3.753 0.0 0.0 0.0 -0.033
C 0.859 -2.054 2.469 0.0 0.0 -0.1 -0.108
N 0.652 -0.778 2.030 0.0 0.1 0.0 0.009
C 0.978 0.026 3.034 0.0 0.0 0.1 -0.439
P 0.866 1.856 3.043 0.0 -0.1 -0.1 1.193
C -0.823 1.975 2.357 -0.1 0.0 0.1 -0.445
N -1.275 1.302 1.307 -0.1 0.1 0.0 0.007
C -2.568 1.688 1.109 0.1 0.0 0.0 -0.072
C -2.907 2.601 2.065 0.0 0.0 0.0 -0.021
N -1.799 2.776 2.847 0.1 0.1 0.0 -0.113
C -1.696 3.688 3.985 0.0 0.0 0.0 -0.006
C 1.792 2.167 1.496 0.0 0.1 0.0 -0.439
N 1.554 1.575 0.334 0.3 0.2 0.0 0.004
C 2.399 2.132 -0.585 -0.1 0.0 0.0 -0.074
C 3.166 3.072 0.040 0.0 0.0 0.0 -0.019
N 2.774 3.089 1.350 0.0 0.0 0.1 -0.110
C 3.325 3.954 2.394 0.0 0.0 0.0 -0.003
H 2.119 -1.024 6.025 0.0 0.0 0.0 0.099
H 1.049 0.375 5.880 0.0 0.0 0.0 0.094
H 2.711 0.455 5.263 0.0 0.0 0.0 0.093
H 1.590 -2.811 4.435 0.0 0.0 0.0 0.132
H 0.654 -2.908 1.845 0.0 0.0 0.1 0.102
H -3.155 1.305 0.291 0.0 0.0 0.0 0.122
H -3.825 3.135 2.242 0.0 0.0 0.0 0.135
H -2.644 4.204 4.101 0.0 0.0 0.0 0.100
H -0.916 4.426 3.813 0.0 0.0 0.0 0.092
H -1.482 3.138 4.898 0.0 0.0 0.0 0.093
H 2.370 1.856 -1.627 0.0 0.0 0.0 0.122
H 3.933 3.725 -0.339 0.0 0.0 0.0 0.136
H 4.125 4.549 1.965 0.0 0.0 0.0 0.100
H 3.729 3.356 3.207 0.0 0.0 0.0 0.092
H 2.559 4.621 2.781 0.0 0.0 0.0 0.094
N 1.197 -1.492 -0.993 -0.1 0.0 -0.3 0.056
C 0.454 -1.586 -2.276 0.1 0.1 0.1 -0.291
C 1.282 -2.076 -3.456 0.0 -0.1 -0.1 -0.152
C 1.801 -3.514 -3.454 -0.1 0.1 0.1 -0.172
C 0.786 -4.580 -3.853 0.0 0.0 0.0 -0.146
N -0.362 -4.786 -2.957 0.0 0.2 0.0 0.104
C -0.366 -5.552 -1.881 0.0 -0.1 0.0 -0.431
N 0.758 -6.144 -1.467 0.0 -0.1 0.0 0.223
N -1.489 -5.714 -1.171 0.0 0.0 0.0 0.210
C -0.109 -0.168 -2.581 -0.2 -0.1 0.1 -0.617
O -0.025 0.278 -3.703 -0.1 0.0 0.0 0.087
O -0.662 0.399 -1.558 -0.1 0.0 -0.3 -0.117
H 2.092 -1.044 -1.185 0.0 0.0 0.1 0.101
H 1.430 -2.406 -0.621 -0.1 0.0 0.0 0.077
H -0.437 -2.198 -2.099 0.1 -0.1 0.1 0.136
H 2.139 -1.400 -3.530 0.0 0.0 -0.1 0.131
H 0.711 -1.907 -4.372 0.0 0.1 0.0 0.128
H 2.300 -3.759 -2.508 -0.1 -0.1 0.0 0.105
H 2.568 -3.582 -4.229 0.1 0.0 0.1 0.127
H 1.284 -5.543 -3.991 0.0 0.0 -0.1 0.125
H 0.359 -4.317 -4.819 0.0 0.0 0.0 0.139
H -1.233 -4.351 -3.219 0.0 0.0 0.0 0.165
H 1.582 -6.117 -2.044 0.0 0.0 0.0 0.116
H 0.720 -6.872 -0.772 0.0 0.0 0.0 0.136
H -2.367 -5.360 -1.512 0.0 0.0 0.0 0.134
H -1.533 -6.387 -0.425 0.0 0.0 0.0 0.132
```
Positions in Å, forces in eV/Å.

ΔE to the lowest compared entry with this formula, charge and spin	5.2	kcal/mol
total charge	+2
largest force on an atom	0.40	eV/A

# 3
# C18H29N3O4S

A single C18H29N3O4S molecule in a non-equilibrium geometry (the ωB97M-V functional and the def2-TZVPD basis, the OMol25 dataset).

Geometry as XYZ:
```
55
Properties=species:S:1:pos:R:3:forces:R:3:lowdin_charge:R:1
C 3.468 -1.008 2.487 0.2 0.4 0.2 -0.112
N 2.840 -2.078 1.747 -0.2 0.2 -1.0 -0.338
C 3.291 -3.402 2.124 0.0 -0.4 -0.1 -0.101
S 2.925 -1.798 0.093 -0.3 0.3 0.7 0.622
O 2.401 -2.959 -0.561 -0.1 -0.2 0.1 -0.274
O 4.225 -1.341 -0.295 0.1 0.2 0.0 -0.267
N 1.889 -0.493 0.032 0.8 -0.7 0.1 -0.230
C 0.495 -0.851 0.195 -0.6 -0.4 0.0 -0.159
C -0.139 -1.323 -1.115 0.0 0.0 0.2 -0.151
N 0.050 -0.301 -2.133 -0.1 -0.1 -0.1 -0.166
C -0.697 -0.533 -3.362 -0.1 0.3 -0.2 -0.111
C -1.396 0.779 -3.795 -0.6 -0.3 0.1 -0.320
O -0.617 1.896 -3.463 0.3 0.4 0.0 -0.046
C -2.832 0.878 -3.213 0.3 0.1 -0.6 -0.132
O -3.005 0.315 -1.933 0.0 -0.1 0.4 -0.049
C -2.614 0.984 -0.809 -0.1 -0.1 0.3 -0.262
C -2.073 2.263 -0.771 -0.1 0.1 -0.3 -0.017
C -1.672 2.822 0.437 0.0 -0.1 0.1 -0.015
C -1.809 2.101 1.602 0.0 -0.1 0.0 -0.206
C -2.383 0.830 1.570 0.1 0.2 -0.1 -0.202
C -2.796 0.273 0.384 0.0 0.1 -0.3 0.033
C -2.442 0.249 2.952 0.0 -0.1 0.1 -0.125
C -1.442 1.116 3.734 0.0 0.0 0.1 -0.172
C -1.431 2.470 3.006 0.0 0.1 0.1 -0.132
C 1.476 -0.102 -2.357 0.2 0.2 0.2 -0.157
C 2.106 0.424 -1.068 0.4 0.1 -0.6 -0.163
H 3.242 -1.127 3.546 0.0 0.0 0.0 0.091
H 4.554 -0.997 2.341 0.0 0.0 0.1 0.089
H 3.053 -0.072 2.124 0.1 0.1 0.2 0.079
H 4.383 -3.490 2.089 0.0 0.0 0.0 0.094
H 2.854 -4.107 1.421 0.0 -0.2 0.2 0.078
H 2.942 -3.622 3.132 0.0 0.0 0.0 0.092
H 0.456 -1.642 0.943 -0.2 0.1 0.1 0.122
H -0.034 0.033 0.564 0.0 -0.1 0.0 0.117
H -1.208 -1.471 -0.960 0.0 0.0 0.0 0.112
H 0.324 -2.277 -1.408 -0.2 0.1 0.0 0.119
H -1.459 -1.297 -3.199 0.1 -0.1 0.0 0.128
H -0.036 -0.878 -4.166 0.0 0.0 0.1 0.128
H -1.500 0.804 -4.886 0.0 -0.1 0.1 0.145
H -0.282 1.728 -2.568 -0.1 -0.1 0.0 0.065
H -3.503 0.294 -3.850 0.1 0.1 0.0 0.132
H -3.153 1.925 -3.239 0.0 -0.1 0.0 0.130
H -1.953 2.841 -1.673 0.0 0.0 -0.1 0.104
H -1.246 3.815 0.447 0.0 0.1 0.0 0.116
H -3.246 -0.707 0.344 -0.1 -0.2 0.0 0.130
H -2.186 -0.810 2.973 -0.1 -0.1 0.0 0.113
H -3.452 0.361 3.355 0.0 -0.1 0.0 0.121
H -1.709 1.212 4.785 0.1 0.0 0.0 0.105
H -0.450 0.665 3.672 0.0 0.0 0.0 0.106
H -0.463 2.968 3.066 0.0 0.1 0.0 0.113
H -2.182 3.144 3.428 0.0 0.0 0.1 0.118
H 1.619 0.621 -3.163 0.0 -0.1 0.0 0.128
H 1.976 -1.047 -2.631 -0.1 0.1 -0.1 0.132
H 3.184 0.536 -1.183 -0.1 0.2 -0.1 0.115
H 1.659 1.384 -0.792 0.0 -0.1 0.0 0.132
```
Positions in Å, forces in eV/Å.

SMILES string	CN(C)S(=O)(=O)N1CCN(C[C@H](O)COc2ccc3c(c2)CCC3)CC1
ΔE to the lowest compared entry with this formula, charge and spin	54.1	kcal/mol
total charge	0
largest force on an atom	1.07	eV/A

# 4
# C18H29N5Pt

A molecular structure, C18H29N5Pt (the ωB97M-V functional and the def2-TZVPD basis, the OMol25 dataset).

Geometry as XYZ:
```
53
Properties=species:S:1:pos:R:3:forces:R:3:lowdin_charge:R:1
Pt 0.112 0.253 -0.186 -0.3 0.0 0.1 1.155
C -1.045 -2.449 -0.249 0.0 0.0 0.0 -0.061
N 0.289 -1.816 -0.403 0.2 0.0 0.0 -0.343
C 1.264 -2.427 0.535 0.0 0.0 0.0 -0.050
C 0.777 -2.046 -1.792 0.0 -0.1 0.0 -0.213
C 0.868 -3.328 -2.308 0.0 0.0 0.0 -0.031
C 1.290 -3.516 -3.612 0.0 0.0 0.0 -0.060
C 1.596 -2.405 -4.388 0.0 0.0 0.0 -0.051
C 1.516 -1.126 -3.870 0.0 0.0 0.0 -0.006
C 1.132 -0.926 -2.540 0.0 0.0 -0.1 -0.222
N 0.999 0.296 -1.905 0.0 0.0 0.1 -0.108
C 1.584 1.517 -2.208 0.0 0.0 -0.1 -0.228
C 2.635 1.741 -3.096 0.0 0.0 0.0 -0.005
C 3.118 3.026 -3.294 0.0 0.0 0.0 -0.053
C 2.575 4.108 -2.621 0.0 0.0 0.0 -0.063
C 1.546 3.893 -1.714 0.0 0.0 0.0 -0.024
C 1.079 2.611 -1.501 -0.1 0.1 0.0 -0.211
N -0.047 2.313 -0.571 0.2 0.1 0.0 -0.341
C -1.322 2.536 -1.319 0.0 0.0 0.0 -0.044
C -0.022 3.216 0.596 0.0 0.0 0.0 -0.081
H -0.976 -3.529 -0.378 0.0 0.0 0.0 0.097
H -1.719 -2.040 -0.997 0.0 0.0 0.0 0.106
H -1.438 -2.242 0.747 0.0 0.0 0.0 0.063
H 1.368 -3.493 0.330 0.0 0.0 0.0 0.101
H 0.923 -2.303 1.561 0.0 0.0 0.0 0.059
H 2.228 -1.942 0.409 0.0 0.0 0.0 0.106
H 0.604 -4.191 -1.709 0.0 0.0 0.0 0.115
H 1.359 -4.513 -4.021 0.0 0.0 0.0 0.115
H 1.892 -2.535 -5.420 0.0 0.0 0.0 0.119
H 1.714 -0.281 -4.510 0.0 0.0 0.0 0.109
H 3.106 0.916 -3.605 0.0 0.0 0.0 0.107
H 3.940 3.176 -3.980 0.0 0.0 0.0 0.119
H 2.952 5.107 -2.783 0.0 0.0 0.0 0.114
H 1.135 4.742 -1.186 0.0 0.0 0.0 0.111
H -1.385 3.584 -1.617 0.0 0.0 0.0 0.110
H -2.171 2.284 -0.684 0.0 0.0 0.0 0.085
H -1.327 1.905 -2.203 0.0 0.0 0.0 0.098
H -0.113 4.256 0.290 0.0 0.0 0.0 0.094
H 0.909 3.085 1.146 0.0 0.0 0.0 0.110
H -0.892 3.020 1.226 0.0 0.0 0.0 0.077
N -0.864 -0.877 5.383 0.0 0.0 0.0 0.210
C -1.284 -0.044 4.194 0.0 0.0 0.0 -0.113
C -0.523 -0.465 2.937 0.1 0.0 0.0 -0.233
N -0.897 0.356 1.776 0.0 0.0 0.0 -0.086
H -1.369 -0.592 6.228 0.0 0.0 0.0 0.186
H 0.136 -0.781 5.582 0.0 0.0 0.0 0.183
H -1.055 -1.872 5.239 0.0 0.0 0.0 0.182
H -1.084 0.994 4.460 0.0 0.0 0.0 0.144
H -2.359 -0.178 4.085 0.0 0.0 0.0 0.145
H -0.726 -1.512 2.710 0.0 0.0 0.0 0.103
H 0.554 -0.358 3.088 0.0 0.0 0.0 0.133
H -0.730 1.331 2.008 -0.1 0.0 0.0 0.056
H -1.893 0.268 1.584 0.0 0.0 0.0 0.113
```
Positions in Å, forces in eV/Å.

total charge	+2
largest force on an atom	0.32	eV/A
calculated total energy	-29819.458	eV

> Which value of largest force on an atom does entry 1 give?

3.89 eV/A